Entry 1:
Formula: C30H86N4O18
Source: the Open Molecules 2025 dataset
Level of theory: ωB97M-V/def2-TZVPD

Last column: Löwdin charge in e.
Geometry (Å):
C1 15.21558 7.79970 12.89178  -0.213
C2 16.03264 9.00471 13.37094  -0.158
O1 15.82942 8.91327 14.83701  -0.147
O2 14.01398 7.71432 13.65384  -0.110
H1 15.78312 6.84123 13.07272  0.141
H2 14.82920 7.89442 11.88336  0.100
H3 15.59588 9.89536 12.95460  0.099
H4 17.08963 8.81965 13.12768  0.127
H5 16.62939 9.32516 15.24082  0.037
H6 14.30586 7.59256 14.58600  0.107
C3 12.03433 15.71324 16.57251  -0.169
C4 10.92530 14.62913 16.43460  -0.229
O3 10.87501 14.05703 15.12184  -0.092
O4 13.34601 15.01633 16.52370  -0.095
H7 12.06952 16.24239 17.54500  0.122
H8 11.77676 16.44093 15.79027  0.109
H9 9.96404 15.06871 16.62025  0.108
H10 11.18526 13.88579 17.15809  0.095
H11 10.68570 14.75043 14.49399  0.037
H12 13.39416 14.46515 15.72362  0.030
C5 9.85660 14.50096 11.55359  -0.218
C6 8.47114 15.14550 11.39284  -0.229
O5 8.68229 16.53357 11.57438  -0.080
O6 10.50099 15.13571 12.66730  -0.138
H13 10.48024 14.58825 10.66902  0.118
H14 9.79727 13.43110 11.78652  0.097
H15 7.75268 14.69368 12.10241  0.118
H16 8.11817 14.89416 10.34437  0.131
H17 7.93041 17.00833 11.99368  0.122
H18 9.96526 16.01863 12.78323  0.127
C7 11.63035 11.28487 16.47244  -0.241
C8 12.57809 10.14423 16.19236  -0.171
O7 13.76660 10.58564 15.50809  -0.104
O8 10.55545 10.69554 17.19250  -0.043
H19 11.26170 11.78246 15.61834  0.082
H20 12.09142 12.05831 17.06469  0.112
H21 12.07299 9.33079 15.68239  0.121
H22 12.84703 9.82208 17.19538  0.122
H23 14.40723 9.88731 15.33093  0.045
H24 9.75139 10.98252 16.71974  0.064
C9 7.32165 12.43702 16.01335  -0.235
C10 8.15335 12.02489 14.78789  -0.241
O9 7.98513 10.65735 14.50054  -0.070
O10 8.06591 12.52785 17.18308  -0.049
H25 6.58541 11.60335 16.18648  0.144
H26 6.81685 13.35224 15.74862  0.105
H27 9.19064 12.20058 15.01409  0.082
H28 7.85927 12.61354 13.89468  0.107
H29 8.65606 10.25455 13.91989  0.061
H30 8.79146 13.14474 17.08092  0.058
C11 11.59595 8.14162 11.76228  -0.249
C12 10.49312 8.67119 12.67612  -0.283
O11 10.41349 10.02754 12.68507  -0.092
O12 11.86695 6.73885 11.89597  -0.081
H31 12.52727 8.66151 11.94054  0.073
H32 11.45471 8.50323 10.69595  0.127
H33 10.60782 8.28449 13.70652  0.123
H34 9.51500 8.23807 12.35045  0.137
H35 11.31902 10.34191 12.91152  0.064
H36 12.57690 6.71567 12.60307  0.081
C13 14.21356 13.19814 13.15405  -0.163
C14 12.87852 12.53582 12.64833  -0.198
O13 12.91557 11.14262 12.82730  -0.089
O14 14.23366 13.21656 14.61229  -0.106
H37 14.22438 14.25763 12.87535  0.123
H38 15.03740 12.63577 12.67206  0.101
H39 12.86756 12.72634 11.59394  0.094
H40 11.96054 13.00324 13.10974  0.121
H41 13.19298 10.94059 13.74789  0.066
H42 14.05186 12.32830 14.94312  0.044
C15 16.37443 9.61526 9.87997  -0.050
C16 14.94310 10.04091 9.62636  -0.444
C17 14.90322 11.53130 9.28963  -0.146
O15 15.73297 12.32848 10.27451  -0.234
C18 15.61696 13.68735 9.87506  -0.139
N1 14.12910 9.37664 8.59479  0.045
H43 16.76007 10.15150 10.71164  0.047
H44 16.98062 9.82409 8.95407  0.108
H45 16.41960 8.58283 10.05502  0.054
H46 14.36577 9.94754 10.59405  0.134
H47 13.90622 12.04226 9.24930  0.111
H48 15.34418 11.64303 8.24854  0.138
H49 14.62399 14.16833 9.98866  0.089
H50 15.97874 13.86700 8.86288  0.083
H51 16.26905 14.24442 10.61610  0.090
H52 13.91987 8.44133 8.92220  0.073
H53 14.59195 9.22607 7.69402  0.085
C19 11.17962 11.24351 9.20251  -0.074
C20 9.92684 10.56614 8.73041  -0.437
C21 8.77956 11.58061 8.62743  -0.151
O16 8.48235 12.42994 9.79307  -0.213
C22 8.00091 11.68056 10.90268  -0.111
N2 10.19038 9.96521 7.41790  0.062
H54 11.03698 11.64368 10.23236  0.076
H55 11.36157 12.12342 8.55080  0.101
H56 11.99221 10.52769 9.22888  0.041
H57 9.65260 9.84405 9.52533  0.130
H58 7.85402 11.09642 8.36874  0.114
H59 8.94595 12.33217 7.92502  0.103
H60 7.31355 12.26520 11.46370  0.068
H61 8.82118 11.28034 11.51841  0.067
H62 7.47225 10.78747 10.57398  0.091
H63 11.14393 9.68185 7.28141  0.059
H64 9.56834 9.23226 7.20206  0.055
C23 19.49890 14.55736 12.61114  -0.049
C24 18.90138 13.31671 13.27622  -0.463
C25 17.57671 13.72803 13.83941  -0.212
O17 17.83291 14.77195 14.80544  -0.193
C26 16.60730 15.19416 15.43223  -0.088
N3 18.73676 12.17901 12.40791  0.057
H65 19.43830 15.41482 13.24887  0.069
H66 18.89934 14.80829 11.74541  0.071
H67 20.51279 14.42504 12.24697  0.076
H68 19.56639 13.06475 14.10933  0.132
H69 17.05860 12.93073 14.34864  0.108
H70 16.98959 14.11209 13.00986  0.109
H71 16.76394 16.17321 15.87075  0.080
H72 16.31754 14.52009 16.25443  0.088
H73 15.78334 15.29805 14.65453  0.094
H74 17.93455 12.31621 11.79799  0.058
H75 19.59687 12.10102 11.86731  0.081
C27 20.02475 10.87181 17.01011  -0.048
C28 18.89690 9.86930 16.63514  -0.388
C29 17.96896 9.64102 17.85460  -0.227
O18 17.44890 10.87891 18.20120  -0.208
C30 16.25864 10.82398 18.95814  -0.074
N4 18.08226 10.38267 15.55503  0.059
H76 20.72904 10.44287 17.73781  0.080
H77 19.56417 11.72305 17.47193  0.063
H78 20.53342 11.18093 16.06052  0.083
H79 19.36728 8.92156 16.35367  0.138
H80 18.49851 9.20546 18.71347  0.129
H81 17.20892 8.88665 17.59758  0.122
H82 16.11798 11.82396 19.34087  0.090
H83 16.39186 10.09538 19.79071  0.098
H84 15.45522 10.44953 18.28404  0.092
H85 17.54825 11.14009 15.83672  0.057
H86 18.69382 10.60710 14.75187  0.096

Cartesian forces (eV/Å) of the 2 atoms listed first:
-0.1 -0.8 0.7
-0.5 -2.0 1.3

Results
Molecular weight: 791.0 g/mol
SMILES: COC[C@H](C)N.COC[C@H](C)N.COC[C@H](C)N.COC[C@H](C)N.OCCO.OCCO.OCCO.OCCO.OCCO.OCCO.OCCO
HOMO level: -9.0696 eV
Total charge: 0
ΔE to the lowest compared entry with this formula, charge and spin: 36.8 kcal per mole

=====

Entry 2:
Formula: C30H88N4O15
Source: the Open Molecules 2025 dataset
Level of theory: ωB97M-V/def2-TZVPD

Last column: Löwdin charge in e.
Geometry (Å):
C1 5.99341 0.77750 -1.09075  -0.204
O1 6.30188 -0.43028 -1.66210  -0.108
H1 5.83495 1.52206 -1.87121  0.081
H2 5.09496 0.68645 -0.47777  0.071
H3 6.76699 1.21884 -0.45922  0.074
H4 6.31651 -1.09225 -0.96537  0.026
C2 1.07186 3.14931 1.71477  -0.160
O2 -0.25174 2.81786 1.30317  -0.154
H5 1.33337 4.14516 1.35710  0.076
H6 1.14911 3.24908 2.79865  0.058
H7 1.73292 2.36467 1.34575  0.069
H8 -0.33512 1.86234 1.40476  -0.004
C3 2.82790 -2.14306 -5.52769  -0.181
O3 2.27614 -2.30920 -6.79505  -0.112
H9 2.34360 -1.33482 -4.97876  0.061
H10 2.81800 -3.11037 -5.02306  0.073
H11 3.88104 -1.87264 -5.60949  0.083
H12 1.33015 -2.15181 -6.75428  0.077
C4 -0.08247 -5.42292 1.86674  -0.138
O4 0.65602 -5.46034 3.09271  -0.143
H13 -1.14095 -5.53702 2.10116  0.082
H14 0.12997 -4.45370 1.41604  0.060
H15 0.24767 -6.29236 1.29867  0.079
H16 0.03159 -5.52856 3.81818  0.068
C5 -0.02734 -4.26841 -1.91823  -0.145
O5 -1.11575 -4.95987 -2.54909  -0.115
H17 0.83458 -4.11203 -2.56621  0.072
H18 -0.34876 -3.28808 -1.56644  0.057
H19 0.32494 -4.84073 -1.05897  0.062
H20 -1.74398 -5.10145 -1.83663  0.067
C6 -3.50914 0.38096 -2.66903  -0.142
O6 -4.24959 0.46832 -3.89069  -0.125
H21 -4.25462 0.57709 -1.89804  0.055
H22 -3.12039 -0.62114 -2.49384  0.076
H23 -2.73311 1.14645 -2.65474  0.072
H24 -4.62814 1.34984 -3.92396  0.069
C7 -5.91786 -3.42369 0.21818  -0.161
O7 -4.52534 -3.10399 0.14895  -0.142
H25 -6.28434 -3.92880 -0.67586  0.073
H26 -6.13262 -4.02148 1.10437  0.072
H27 -6.56034 -2.54206 0.18444  0.064
H28 -4.36574 -2.29832 0.65106  0.005
C8 5.85783 -3.25392 0.55315  -0.163
O8 6.71294 -2.14750 0.63010  -0.114
H29 5.40564 -3.31789 -0.43681  0.075
H30 6.31041 -4.22787 0.74102  0.086
H31 5.03185 -3.08851 1.24669  0.078
H32 7.27472 -2.34519 1.38344  0.093
C9 -1.26949 1.07135 9.12309  -0.092
O9 -0.25396 0.83529 8.13457  -0.213
C10 0.78007 1.80895 8.04652  -0.219
C11 1.86669 1.56726 6.98116  -0.212
N1 1.25983 1.60950 5.67870  -0.050
C12 2.11171 1.04870 4.62314  -0.163
C13 2.23651 -0.54714 4.68811  -0.176
O10 0.94763 -1.03031 4.30587  -0.231
C14 0.81181 -2.40840 4.33816  -0.127
H33 -1.70452 2.06590 9.01278  0.083
H34 -0.87644 0.89713 10.12495  0.086
H35 -2.09855 0.39008 8.93313  0.083
H36 1.21125 2.10845 9.00319  0.118
H37 0.18656 2.68015 7.75971  0.114
H38 2.43008 0.68134 7.27987  0.109
H39 2.54394 2.42205 7.00359  0.122
H40 0.34502 1.18203 5.67235  0.070
H41 3.15784 1.35358 4.59950  0.119
H42 1.57889 1.22808 3.68960  0.081
H43 2.51561 -0.74314 5.72427  0.103
H44 3.07803 -0.81916 4.04949  0.116
H45 0.87413 -2.87994 5.32009  0.096
H46 1.40244 -2.85815 3.53967  0.086
H47 -0.24660 -2.57634 4.13042  0.085
C15 0.68625 0.84139 -3.08580  -0.139
O11 1.50712 1.69479 -3.81478  -0.169
C16 1.03949 1.79613 -5.15143  -0.219
C17 1.64822 3.04116 -5.86383  -0.205
N2 1.01159 3.14544 -7.18478  -0.052
C18 1.64697 4.33021 -7.82898  -0.196
C19 1.34220 4.42724 -9.37293  -0.186
O12 1.89776 3.28244 -10.10155  -0.200
C20 1.94716 3.50565 -11.49434  -0.136
H48 0.68640 -0.21595 -3.35466  0.090
H49 -0.33033 1.19714 -2.91071  0.074
H50 1.11808 0.90967 -2.08596  0.076
H51 -0.03292 1.99670 -5.13767  0.118
H52 1.25207 0.88432 -5.71173  0.113
H53 2.72840 2.88359 -5.86325  0.114
H54 1.44242 3.87091 -5.18773  0.123
H55 1.06678 2.40038 -7.86471  0.106
H56 2.72981 4.21682 -7.76044  0.110
H57 1.25494 5.28923 -7.49014  0.113
H58 1.67829 5.40796 -9.71161  0.111
H59 0.26703 4.38062 -9.55324  0.116
H60 2.45006 2.67776 -11.99328  0.086
H61 2.48930 4.39661 -11.81668  0.079
H62 0.94725 3.65315 -11.90623  0.082
C21 -2.14102 1.57261 4.51897  -0.060
O13 -2.69938 0.72696 3.48955  -0.240
C22 -3.65997 -0.18268 3.99882  -0.206
C23 -4.14534 -1.14705 2.92087  -0.164
N3 -4.42770 -0.52589 1.57394  -0.051
C24 -5.60927 0.33303 1.69491  -0.192
C25 -5.65590 1.35426 0.51491  -0.203
O14 -4.46044 2.07294 0.27992  -0.203
C26 -4.07638 3.04915 1.27266  -0.062
H63 -1.65049 1.01523 5.31805  0.074
H64 -2.87452 2.24718 4.96167  0.095
H65 -1.34129 2.16268 4.07124  0.088
H66 -4.54685 0.37436 4.30458  0.114
H67 -3.24425 -0.76780 4.82014  0.127
H68 -5.06959 -1.65030 3.20742  0.121
H69 -3.48856 -1.99190 2.70930  0.108
H70 -3.69454 0.15520 1.42128  0.067
H71 -5.72232 0.90318 2.61843  0.106
H72 -6.43293 -0.38073 1.65104  0.112
H73 -6.49392 2.04181 0.64014  0.118
H74 -5.86341 0.78012 -0.38838  0.108
H75 -3.32007 3.72349 0.87062  0.088
H76 -3.59350 2.58545 2.13304  0.069
H77 -4.91017 3.71330 1.50414  0.088
C27 -1.22219 -0.32039 -0.31463  -0.053
C28 -0.29734 -0.92601 0.72007  -0.369
C29 1.20907 -0.95478 0.33342  -0.182
O15 1.39215 -1.79260 -0.77115  -0.196
C30 2.67774 -1.72323 -1.32054  -0.094
N4 -0.43655 -0.00750 1.86569  0.067
H78 -1.22680 -0.91359 -1.23009  0.069
H79 -0.94330 0.70190 -0.57055  0.081
H80 -2.26635 -0.33093 -0.00211  0.064
H81 -0.62340 -1.93878 0.96307  0.128
H82 1.71226 -1.35879 1.21416  0.121
H83 1.50579 0.07612 0.13344  0.118
H84 2.75909 -2.40680 -2.16596  0.085
H85 3.47716 -1.96921 -0.62026  0.070
H86 2.84996 -0.73848 -1.75827  0.084
H87 -1.36827 0.14578 2.23266  0.054
H88 -0.00369 -0.49355 2.64251  0.049

Cartesian forces (eV/Å) of the 2 atoms listed first:
-0.5 1.4 0.5
0.4 -1.1 -0.8

Results
Molecular weight: 745.0 g/mol
SMILES: COC[C@H](C)N.COCCNCCOC.COCCNCCOC.COCCNCCOC.CO.CO.CO.CO.CO.CO.CO.CO
HOMO level: -8.7487 eV
Total charge: 0